1.
14
Properties=species:S:1:pos:R:3 method="wB97M-V/def2-TZVPD" total_charge=+1 max_force_ev_per_a=5.99 e_tot_ev=-16592.13664 de_lowest_kcal_mol=75.4
C -0.07 -0.51 -1.25
C -1.02 -0.16 -0.10
C 1.38 -0.06 -1.17
C 0.72 1.03 1.69
N -0.29 -0.08 1.30
S 1.78 0.97 0.19
H -0.19 -1.60 -1.47
H -0.45 -0.06 -2.23
H -1.63 0.72 -0.17
H -1.85 -0.84 -0.13
H 2.11 -0.51 -1.78
H 0.31 2.05 1.81
H -1.00 -0.02 2.03
H 0.19 -0.94 1.29

2.
46
Properties=species:S:1:pos:R:3 method="wB97M-V/def2-TZVPD" total_charge=+2 max_force_ev_per_a=4.01 e_tot_ev=-62046.69955
C -2.51 -0.54 -3.18
C -2.30 0.67 -2.52
C -1.29 0.82 -1.52
C -0.38 -0.25 -1.26
C -0.72 -1.46 -1.84
C -1.71 -1.62 -2.85
C -1.17 2.21 -0.97
C -1.22 2.64 0.54
N -1.48 1.87 1.73
Ti 2.06 -0.65 -0.48
C 0.00 -2.72 -1.42
P 0.60 -2.46 0.31
H -2.92 1.52 -2.81
H -1.83 -2.58 -3.33
H -3.29 -0.64 -3.95
H 0.85 -2.96 -2.09
H -0.68 -3.58 -1.40
H -0.21 2.62 -1.34
H -1.92 2.85 -1.46
H -0.30 3.23 0.71
C 1.79 -3.80 0.59
C -0.91 -2.98 1.21
H -2.06 3.38 0.63
C -2.28 0.68 1.65
C -0.41 1.85 2.72
H 2.69 -1.26 1.57
H -3.22 0.97 2.15
H -2.52 0.34 0.63
H -1.85 -0.17 2.22
H -0.84 2.32 3.62
H -0.05 0.84 3.02
H 0.47 2.46 2.42
H -1.10 -4.06 1.12
H -0.80 -2.73 2.28
H -1.80 -2.45 0.84
H 1.36 -4.80 0.45
H 2.65 -3.67 -0.08
H 2.16 -3.71 1.62
H 2.33 -0.59 1.55
F 4.99 3.58 -0.17
C 3.69 3.24 -0.27
F 2.99 4.04 0.58
F 3.28 3.52 -1.53
C 3.39 1.72 0.04
O 4.17 1.04 0.73
O 2.29 1.27 -0.47

3.
7
Properties=species:S:1:pos:R:3 method="wB97M-V/def2-TZVPD" total_charge=0 max_force_ev_per_a=0.64 e_tot_ev=-35276.87752 de_lowest_kcal_mol=42.4
C 0.38 0.39 0.60
H 0.72 -0.38 -0.09
H -0.70 0.33 0.72
H 0.66 1.37 0.23
S -1.02 -0.40 -2.61
S -1.19 -1.43 -1.04
Cl 1.15 0.13 2.18

4.
11
Properties=species:S:1:pos:R:3 method="wB97M-V/def2-TZVPD" total_charge=+1 max_force_ev_per_a=3.23 e_tot_ev=-5721.69029 de_lowest_kcal_mol=117.8
C -0.75 -1.47 2.05
C -1.47 -2.03 2.98
C 0.78 0.98 -2.49
C -0.28 -0.88 1.08
N 1.51 1.64 -1.74
H -0.92 -2.09 3.91
H -2.52 -2.25 2.92
H 0.73 0.73 -3.62
H -0.02 0.43 -1.90
H 0.37 -0.47 0.28
H 2.35 2.29 -1.77

5.
42
Properties=species:S:1:pos:R:3 method="wB97M-V/def2-TZVPD" total_charge=0 max_force_ev_per_a=3.98 e_tot_ev=-29113.86283 de_lowest_kcal_mol=179.6
H 0.85 -0.61 0.42
H 0.42 0.82 0.14
H 1.17 1.11 -3.86
H -0.21 0.47 -3.72
H -0.70 2.70 -2.05
H 0.67 3.37 -2.06
H -2.66 -3.48 -0.10
H -1.36 -2.82 -0.51
H 1.30 0.68 3.33
H 1.30 2.20 3.31
H -1.72 -0.94 0.76
H -2.87 -1.06 -0.23
H -1.54 -3.32 1.87
H -2.68 -4.28 1.60
H -4.66 -0.98 1.58
H -3.32 -0.27 1.73
H -0.61 2.02 -0.14
H -1.66 1.95 0.95
H 2.67 -2.28 -0.16
H 3.91 -2.38 -1.03
H 2.89 2.48 -0.94
H 1.56 1.88 -1.37
H 3.91 0.86 0.57
H 4.00 0.48 -0.90
H -0.88 5.03 -0.74
H -2.38 5.04 -0.96
H 1.82 -4.07 1.60
H 0.69 -4.92 1.06
O 0.77 0.03 -0.29
O 0.64 0.37 -4.17
O -0.11 3.23 -1.50
O -2.05 -2.78 0.16
O 1.69 1.44 3.77
O -2.21 -0.45 0.09
O -1.99 -4.09 2.24
O -4.04 -0.42 1.10
O -1.55 1.87 0.00
O 3.19 -1.79 -0.80
O 2.10 2.67 -1.47
O 4.24 0.17 -0.02
O -1.59 4.52 -1.14
O 0.99 -4.47 1.86

6.
115
Properties=species:S:1:pos:R:3 method="wB97M-V/def2-TZVPD" spin_multiplicity=4 total_charge=+1 max_force_ev_per_a=1.48 s2=3.76 e_tot_ev=-69641.27144
C 7.12 -8.82 5.35
O 7.48 -9.47 4.14
C 6.41 -10.05 3.43
C 5.28 -9.07 3.12
C 5.82 -7.87 2.32
C 5.26 -6.54 2.68
C 5.88 -5.37 2.94
C 7.32 -4.98 2.92
O 7.84 -4.79 1.62
O 7.57 -6.00 0.89
N 4.90 -4.45 3.27
C 3.72 -5.00 3.19
N 3.90 -6.27 2.84
Cl 2.61 -7.31 2.57
H 6.96 -7.75 5.19
H 7.95 -8.94 6.05
H 6.23 -9.26 5.81
H 6.84 -10.41 2.49
H 6.01 -10.92 3.96
H 4.53 -9.60 2.53
H 4.77 -8.73 4.02
H 6.90 -7.79 2.49
H 5.70 -8.01 1.24
H 7.93 -5.66 3.51
H 7.41 -3.98 3.36
H 8.39 -6.08 0.39
H 5.03 -3.47 3.52
H 2.74 -4.57 3.38
C 5.08 -0.19 0.25
C 3.74 -0.87 0.61
C 2.56 -0.27 -0.16
C 2.02 1.06 0.36
C 1.76 0.97 1.86
C 2.99 0.53 2.65
N 3.48 -0.79 2.09
O 2.75 -1.76 2.52
C 4.06 1.63 2.59
C 2.65 0.33 4.12
C 3.88 -2.33 0.20
H 5.49 0.41 1.06
H 5.84 -0.94 0.03
H 4.98 0.46 -0.62
H 1.74 -0.99 -0.16
H 2.86 -0.16 -1.21
H 2.71 1.88 0.13
H 1.09 1.30 -0.15
H 1.43 1.93 2.26
H 0.94 0.26 2.04
H 4.98 1.32 3.09
H 3.68 2.51 3.11
H 4.31 1.95 1.58
H 1.82 -0.35 4.26
H 2.37 1.29 4.55
H 3.51 -0.05 4.67
H 4.64 -2.85 0.78
H 4.17 -2.36 -0.85
H 2.94 -2.88 0.30
C -2.35 5.52 0.79
C -1.16 4.79 0.13
C -0.20 5.76 -0.59
C -0.65 6.24 -1.96
C -1.06 5.06 -2.84
C -2.14 4.20 -2.18
N -1.64 3.74 -0.84
O -0.83 2.75 -0.94
C -3.45 4.99 -2.09
C -2.43 2.97 -3.03
C -0.38 4.10 1.24
H -3.29 5.33 0.30
H -2.47 5.19 1.82
H -2.19 6.60 0.81
H 0.77 5.25 -0.71
H -0.02 6.61 0.08
H -1.47 6.96 -1.87
H 0.18 6.78 -2.44
H -1.44 5.41 -3.80
H -0.19 4.44 -3.05
H -4.22 4.42 -1.58
H -3.81 5.19 -3.10
H -3.35 5.96 -1.61
H -1.53 2.40 -3.24
H -2.87 3.29 -3.97
H -3.15 2.32 -2.53
H -0.98 3.31 1.71
H -0.14 4.85 2.00
H 0.55 3.66 0.88
C -6.42 0.26 -3.78
C -6.99 1.16 -2.66
C -8.51 0.99 -2.49
C -9.38 1.73 -3.51
C -8.95 3.19 -3.61
C -7.47 3.34 -3.95
N -6.66 2.60 -2.92
O -6.58 3.27 -1.81
C -7.21 2.83 -5.37
C -7.05 4.80 -3.94
C -6.32 0.72 -1.37
H -6.08 0.81 -4.65
H -5.54 -0.28 -3.42
H -7.15 -0.48 -4.12
H -8.78 1.34 -1.50
H -8.73 -0.08 -2.51
H -9.33 1.24 -4.49
H -10.42 1.68 -3.19
H -9.53 3.71 -4.38
H -9.16 3.70 -2.67
H -6.15 2.87 -5.61
H -7.74 3.49 -6.07
H -7.57 1.82 -5.56
H -7.28 5.30 -3.00
H -7.59 5.33 -4.73
H -5.98 4.91 -4.12
H -5.25 0.94 -1.39
H -6.46 -0.35 -1.26
H -6.75 1.21 -0.49